Entry 1:
C50H56BrNO3PSbSe4V | ωB97M-V with the def2-TZVPD basis set

Strongest force on any atom in eV Å⁻¹: 3.26
Total charge: -1
<S²>: 2.0390
Orbital gap (spin up / spin down) in eV: 6.3092 / 6.0906
HOMO energy (spin up / spin down) in Eh: -0.1894 / -0.1890
Spin multiplicity: 3
LUMO level (spin up / spin down) in eV: 1.16 / 0.95
DFT total energy in Ha: -15924.9468

Geometry as XYZ:
```
118
Properties=species:S:1:pos:R:3:forces:R:3
V 0.2169 0.0329 0.1894 -1.8 -1.4 2.3
O 0.4530 -1.2643 1.5026 0.5 1.0 -0.2
C 0.7110 -2.6266 1.5967 -0.3 0.0 -0.2
C 0.1471 -3.3342 0.3377 0.0 0.0 0.1
C -1.2680 -2.9493 0.0437 0.0 -0.1 0.0
C -2.2690 -3.9163 0.1083 0.0 0.0 0.0
C -3.5813 -3.5567 -0.1188 0.0 0.0 0.0
C -3.8681 -2.2239 -0.3479 0.0 0.0 0.0
C -2.8274 -1.3082 -0.3887 0.0 0.2 -0.2
C -3.1283 0.1514 -0.5522 -0.2 0.0 0.0
C -2.6790 1.0204 0.6529 0.2 -0.1 -0.1
O -1.3401 0.7401 0.9135 0.8 -0.1 -0.2
C -3.4779 0.6631 1.9129 0.0 -0.1 0.1
C -4.3851 1.5304 2.5099 -0.1 0.0 -0.1
C -5.1042 1.1460 3.6371 0.0 0.0 0.0
C -4.9239 -0.1128 4.1849 0.0 0.0 0.0
C -3.9934 -0.9751 3.6173 0.0 0.0 0.1
C -3.2701 -0.5862 2.5034 0.1 0.1 0.0
C -2.8238 2.4987 0.2920 0.0 0.1 0.1
C -1.8239 3.3862 0.6750 -0.1 0.0 0.1
C -1.9065 4.7301 0.3445 0.1 0.0 0.0
C -3.0019 5.2151 -0.3553 0.0 0.0 0.0
C -4.0175 4.3415 -0.7178 0.0 0.0 0.0
C -3.9264 2.9930 -0.3982 0.0 0.0 0.0
N -1.5440 -1.6733 -0.2594 0.2 0.2 0.2
C 0.0258 -3.1352 2.8769 0.1 0.0 0.0
C -0.3415 -2.2262 3.8633 0.0 0.0 0.0
C -0.9206 -2.6651 5.0463 0.0 0.0 0.0
C -1.1466 -4.0162 5.2615 0.0 0.0 0.0
C -0.7753 -4.9304 4.2844 0.0 0.0 0.0
C -0.1889 -4.4916 3.1066 0.0 0.0 0.0
C 2.2200 -2.8759 1.7151 0.0 0.0 0.0
C 2.7896 -4.1071 1.4074 0.0 0.0 0.0
C 4.1602 -4.2997 1.5163 0.0 0.0 0.0
C 4.9771 -3.2613 1.9328 0.0 0.0 0.0
C 4.4140 -2.0354 2.2528 0.0 0.0 0.0
C 3.0452 -1.8435 2.1469 0.0 0.0 0.0
H 0.2050 -4.4154 0.4422 0.0 0.0 0.0
H 0.7761 -3.0709 -0.5109 0.0 0.0 0.1
H -1.9998 -4.9410 0.3249 0.0 0.0 0.0
H -4.3702 -4.2983 -0.0985 0.0 0.0 0.0
H -4.8858 -1.8802 -0.4738 0.0 0.0 0.0
H -4.2038 0.2677 -0.6894 0.0 0.0 -0.1
H -2.6318 0.5214 -1.4522 0.0 0.0 0.0
H -4.5364 2.5205 2.1014 0.0 0.0 0.0
H -5.8001 1.8430 4.0878 0.0 0.0 0.0
H -5.4874 -0.4146 5.0592 0.0 0.0 0.0
H -3.8132 -1.9510 4.0509 0.0 0.0 0.0
H -2.5041 -1.2436 2.1150 0.0 0.0 0.0
H -0.9744 3.0076 1.2286 0.0 0.0 -0.1
H -1.0981 5.3952 0.6250 0.0 0.0 0.0
H -3.0661 6.2637 -0.6179 0.0 0.0 0.0
H -4.8841 4.7069 -1.2551 0.0 0.0 0.0
H -4.7319 2.3318 -0.6916 0.0 0.0 0.0
H -0.1732 -1.1732 3.6849 0.0 0.0 0.0
H -1.2039 -1.9396 5.7995 0.0 0.0 0.0
H -1.6050 -4.3571 6.1816 0.0 0.0 0.0
H -0.9348 -5.9903 4.4413 0.0 0.0 0.0
H 0.1174 -5.2229 2.3691 0.0 0.0 0.0
H 2.1764 -4.9281 1.0576 0.0 0.0 0.0
H 4.5895 -5.2544 1.2399 0.0 0.0 0.0
H 6.0510 -3.3928 1.9606 0.0 0.0 0.1
H 5.0473 -1.2084 2.5487 0.0 0.0 0.0
H 2.6076 -0.8807 2.3757 0.0 0.0 0.0
C 2.9881 6.0706 -3.2516 0.0 0.0 0.0
C 2.4870 6.3547 -1.8293 0.0 0.0 0.0
C 3.5505 7.1782 -1.1036 0.0 0.0 0.0
C 1.2007 7.1883 -1.9045 0.0 0.0 0.0
C 2.1966 5.0328 -1.1180 0.0 0.0 -0.1
C 1.2565 4.1629 -1.6539 0.0 0.1 0.0
C 1.0001 2.9770 -1.0071 0.1 -0.5 0.3
Br -0.2086 1.7117 -1.7464 -0.3 0.9 -0.8
C 1.6347 2.5638 0.1723 0.1 0.1 0.1
O 1.3420 1.4233 0.7925 -0.3 0.1 -0.2
C 2.6272 3.4221 0.6918 0.1 0.0 0.0
C 2.8626 4.6279 0.0373 0.0 0.0 0.0
C 3.4533 2.9898 1.9074 -0.1 0.0 0.0
C 4.4785 4.0526 2.3086 0.0 0.0 0.0
C 2.5393 2.7484 3.1205 0.0 0.0 0.0
C 4.2214 1.7047 1.5589 0.0 0.0 0.0
H 3.2104 7.0064 -3.7711 0.0 0.0 0.0
H 2.2433 5.5296 -3.8367 0.0 0.0 0.0
H 3.8963 5.4658 -3.2285 0.0 0.0 0.0
H 3.7116 8.1167 -1.6387 0.0 0.0 0.0
H 4.5070 6.6543 -1.0591 0.0 0.0 0.0
H 3.2450 7.4236 -0.0844 0.0 0.0 0.0
H 1.3921 8.1422 -2.4029 0.0 0.0 0.0
H 0.8162 7.3958 -0.9037 0.0 0.0 0.0
H 0.4204 6.6683 -2.4622 0.0 0.0 0.0
H 0.7194 4.3985 -2.5635 0.0 0.0 0.0
H 3.6128 5.2834 0.4497 0.0 0.0 0.0
H 4.0038 4.9949 2.5934 0.0 0.0 0.0
H 5.1938 4.2527 1.5081 0.0 0.0 0.0
H 5.0415 3.6897 3.1707 0.0 0.0 0.0
H 1.9561 3.6453 3.3457 0.0 0.0 0.0
H 3.1511 2.5096 3.9943 0.0 0.0 0.0
H 1.8513 1.9262 2.9422 0.0 0.0 0.0
H 4.9618 1.8962 0.7793 0.0 0.0 0.0
H 3.5586 0.9186 1.2028 0.0 0.0 0.0
H 4.7463 1.3381 2.4460 0.0 0.0 0.0
Se 2.3376 -4.7629 -2.1665 0.0 -0.1 -0.1
Sb 3.3221 -2.5359 -2.3608 -0.2 -0.2 0.1
Se 2.6382 -2.7111 -4.6916 0.1 0.0 -0.1
Se 5.5035 -1.8975 -1.7224 0.1 0.1 0.1
Se 1.7238 -0.7997 -1.2873 1.1 -0.2 -1.4
C -0.3330 0.2347 -4.9992 0.1 0.0 0.0
P -1.4357 -0.7311 -3.8823 0.0 0.1 0.0
C -1.1477 -2.4160 -4.5340 0.0 -0.1 0.1
C -3.0543 -0.3590 -4.6855 0.0 0.0 -0.1
H -0.1213 -0.3035 -5.9254 -0.1 0.0 0.0
H 0.6176 0.4329 -4.5029 0.0 0.0 0.0
H -0.8034 1.1911 -5.2361 0.0 0.0 0.0
H -1.3826 -2.4739 -5.6004 0.0 0.0 0.0
H -1.7602 -3.1389 -3.9923 0.0 0.0 0.0
H -0.0980 -2.6805 -4.3893 -0.1 0.0 0.0
H -3.0422 -0.5695 -5.7587 0.0 0.0 0.0
H -3.2982 0.6952 -4.5381 0.0 0.0 0.0
H -3.8445 -0.9529 -4.2214 0.0 0.0 0.0
```
Forces are in eV/Å.

Here are the Löwdin charges for atoms 1 to 5, given in e:
1 V 0.551
2 O -0.299
3 C -0.438
4 C -0.120
5 C -0.215

Entry 2:
CH2N3 | ωB97M-V with the def2-TZVPD basis set

Strongest force on any atom in eV Å⁻¹: 4.68
Total charge: +1
Relative energy (zero: lowest compared OMol25 entry of this formula, charge and spin) in eV: 8.123
Orbital gap (spin up / spin down) in eV: 10.2871 / 7.4124
HOMO energy (spin up / spin down) in Eh: -0.6610 / -0.6099
LUMO level (spin up / spin down) in eV: -7.70 / -9.18
DFT total energy in Ha: -202.9684

Geometry as XYZ:
```
6
Properties=species:S:1:pos:R:3:forces:R:3
C 1.2662 0.0415 0.0580 -0.6 1.1 0.6
N -2.2859 0.6481 0.3392 -0.4 0.3 -0.1
N -0.7503 -0.9854 -0.2052 4.4 -1.2 -0.8
N -1.5130 -0.1311 0.0267 -2.2 2.3 1.0
H 1.8615 -0.7638 -0.3225 -0.1 -0.5 -0.4
H 1.4215 1.1908 0.1038 -1.1 -1.9 -0.4
```
Forces are in eV/Å.

Here are the natural (NBO) charges for atoms 1 to 5, given in e:
1 C 0.160
2 N 0.252
3 N 0.060
4 N 0.095
5 H 0.195

Entry 3:
C5H6ClNO | ωB97M-V with the def2-TZVPD basis set

Strongest force on any atom in eV Å⁻¹: 4.82
Relative energy (zero: lowest compared OMol25 entry of this formula, charge and spin) in eV: 3.751
SMILES: O=N[C@@H]1CCC=C1Cl
Orbital gap in eV: 9.0046
HOMO energy in Eh: -0.3327
LUMO level in eV: -0.05
DFT total energy in Ha: -784.1839

Geometry as XYZ:
```
14
Properties=species:S:1:pos:R:3:forces:R:3
O -1.6442 -2.0449 0.7143 0.8 0.8 -0.9
N -0.8086 -1.9680 -0.1566 -0.8 -2.1 1.0
C -0.4840 -0.7312 -0.7555 -1.4 4.4 1.3
C 0.9976 -0.4180 -0.5662 -0.1 0.1 0.1
C 1.0922 0.5459 0.6287 0.0 -0.1 0.0
C -0.1989 1.3110 0.6717 -0.1 0.1 0.0
C -1.1811 0.7461 0.0001 1.9 -3.4 -1.5
Cl -2.8042 1.1472 -0.2205 -0.4 0.3 0.0
H -0.8010 -0.7635 -1.7928 0.0 -0.2 -0.1
H 1.3815 0.0787 -1.4573 0.0 -0.1 0.0
H 1.5694 -1.3297 -0.3894 0.0 0.0 -0.1
H 1.9507 1.2083 0.5245 0.1 0.0 0.1
H 1.2023 -0.0095 1.5643 0.1 0.0 0.0
H -0.2717 2.2275 1.2348 -0.2 0.1 0.1
```
Forces are in eV/Å.

Here are the natural (NBO) charges for atoms 1 to 5, given in e:
1 O -0.257
2 N 0.129
3 C -0.144
4 C -0.409
5 C -0.421

Entry 4:
C14H30N3O6 | ωB97M-V with the def2-TZVPD basis set

Strongest force on any atom in eV Å⁻¹: 2.21
Total charge: +1
Relative energy (zero: lowest compared OMol25 entry of this formula, charge and spin) in eV: 0.127
Orbital gap in eV: 9.1883
HOMO energy in Eh: -0.4255
LUMO level in eV: -2.39
DFT total energy in Ha: -1166.9657

Geometry as XYZ:
```
53
Properties=species:S:1:pos:R:3:forces:R:3
O -0.0296 -2.3152 -5.5825 0.1 0.1 0.4
O 1.4292 2.5450 4.4096 0.8 -1.3 0.9
O -0.2460 -0.1380 -1.2873 -0.3 -0.5 0.1
O 2.1098 0.7475 5.6350 -0.6 1.1 -0.6
O -1.1502 3.3927 4.6423 -0.2 0.0 -0.1
O 1.8971 -2.8644 -1.1868 0.7 0.7 0.1
C 1.1265 -2.3444 -5.1854 -1.1 -0.4 -1.8
C 1.1749 1.5833 5.1178 -0.5 0.7 -0.7
C 0.5749 -0.4030 -2.1656 -0.2 0.3 0.2
N 1.4490 0.5651 -2.4867 0.8 0.1 -0.7
N 1.4716 -2.0645 -3.9293 0.1 0.7 2.1
C 2.2480 -2.7100 -6.1290 -0.1 0.0 0.1
C 2.5033 0.6088 -3.4998 -0.2 -0.3 -0.1
C -0.2957 1.2834 5.4076 0.0 -0.9 0.0
C -1.2889 1.9824 4.4610 1.1 1.0 -0.2
C 0.3941 -4.2996 -2.3285 -0.4 0.5 -0.3
C -2.4030 3.4151 2.0269 -0.3 1.2 0.3
C -3.3779 1.2171 2.2876 -0.9 -0.5 0.4
C -1.6567 1.5895 0.6574 0.5 -0.6 -1.1
C -1.0420 1.5955 2.9791 0.7 -0.3 1.1
C 0.5110 -1.7933 -2.8414 0.7 -0.2 -0.2
C 0.6147 -2.8922 -1.7705 -0.3 -0.9 -0.1
N -2.1239 1.9580 2.0143 -0.1 0.1 -0.2
H 1.7003 0.1028 6.2269 0.0 0.0 0.0
H -0.1983 3.6404 4.5706 -0.7 -0.6 0.0
H 1.9897 -3.6544 -0.6475 0.1 0.0 0.0
H 1.3405 1.4015 -1.9365 -0.2 -0.1 0.1
H 2.4417 -2.1496 -3.6693 -0.1 -0.1 0.1
H 2.8146 -3.5442 -5.7188 0.2 0.0 0.0
H 2.8991 -1.8496 -6.2687 0.2 0.0 0.0
H 1.8199 -3.0022 -7.0876 0.0 0.1 0.2
H 3.2579 -0.1520 -3.2930 0.1 0.2 -0.1
H 2.0787 0.4534 -4.4940 0.2 0.0 0.1
H 2.9867 1.5874 -3.4840 -0.2 -0.1 0.1
H -0.4516 0.2034 5.3505 0.0 -0.1 0.2
H -0.5100 1.5967 6.4335 -0.1 0.0 -0.1
H -2.3024 1.6833 4.7492 0.2 0.3 0.1
H 0.3323 -5.0157 -1.5095 0.0 0.0 0.0
H -0.5421 -4.3273 -2.8872 0.0 -0.2 0.0
H 1.2130 -4.5839 -2.9898 0.0 0.0 0.0
H -3.1321 3.6852 1.2545 0.2 -0.4 0.0
H -2.8054 3.7260 2.9988 0.2 -0.3 -0.3
H -1.4856 3.9881 1.8487 -0.1 -0.4 0.1
H -3.8202 1.5304 3.2403 0.2 0.0 -0.3
H -4.1163 1.4015 1.4980 0.4 0.1 0.1
H -3.1935 0.1375 2.3316 0.2 0.3 -0.1
H -1.4649 0.5120 0.5851 0.0 0.3 0.2
H -0.7257 2.1102 0.4047 -0.3 -0.1 0.3
H -2.4035 1.8478 -0.1019 0.0 0.0 0.4
H -0.8809 0.5128 2.9353 -0.3 0.1 -0.3
H -0.1034 2.0684 2.6642 -0.4 0.0 -0.1
H -0.4963 -1.8578 -3.2527 0.1 0.0 -0.2
H -0.1326 -2.7110 -0.9971 -0.2 0.3 -0.1
```
Forces are in eV/Å.

Here are the natural (NBO) charges for atoms 1 to 5, given in e:
1 O -0.627
2 O -0.605
3 O -0.700
4 O -0.638
5 O -0.738

Which formula does entry 3 have? C5H6ClNO